(1)
Here is the ion H2NO2S with charge -1 at a distorted geometry from the Open Molecules 2025 dataset. Energies are from wB97M-V/def2-TZVPD.

XYZ file:
```
6
Properties=species:S:1:pos:R:3:nbo_charge:R:1
O 0.884 -0.845 -0.051 -0.68
N 0.386 0.503 0.373 -0.09
O -0.735 0.815 -0.259 -0.53
S -1.982 -0.388 0.256 -0.45
H 0.154 -1.241 -0.439 0.47
H 1.293 1.157 0.119 0.29
```

Summary:
spin multiplicity	1
net charge	-1
gap between HOMO and LUMO	6.87	eV
energy relative to the best compared isomer or geometry (same formula, charge and spin)	4.159	eV
HOMO energy	-2.615	eV
max |F|	4.635	eV/Å

=====

(2)
Here is a cluster of 2 separate species, C46H62BN2 in total at a distorted geometry from the Open Molecules 2025 dataset. Energies are from wB97M-V/def2-TZVPD.

XYZ file:
```
111
Properties=species:S:1:pos:R:3:mulliken_charge:R:1
C 2.492 1.785 3.859 -1.67
C 1.847 2.692 4.885 2.70
C 2.434 2.272 6.241 -2.31
C 2.255 4.157 4.696 -1.60
C 0.292 2.557 4.830 -0.12
C -0.327 2.498 6.080 -0.76
C -1.704 2.494 6.236 -1.63
C -2.490 2.623 5.113 -1.29
C -1.925 2.782 3.838 0.86
C -2.961 3.310 2.812 2.45
C -2.348 3.596 1.466 -1.45
C -3.572 4.627 3.317 -1.85
C -4.095 2.289 2.658 -1.73
C -0.533 2.553 3.646 0.16
N 0.050 2.408 2.304 1.81
C -0.063 1.407 1.348 -1.63
B -0.982 0.150 1.134 0.64
H -0.796 -0.590 0.027 -0.22
N 0.780 1.736 0.299 1.69
C 0.962 0.981 -0.931 -0.12
C 0.437 1.475 -2.164 0.27
C -0.141 2.893 -2.418 2.42
C -0.975 2.956 -3.701 -2.27
C 1.008 3.886 -2.602 -1.56
C -1.090 3.284 -1.304 -1.59
C 0.401 0.617 -3.259 -0.91
C 0.797 -0.704 -3.162 -1.27
C 1.366 -1.170 -1.992 0.54
C 1.553 -0.314 -0.901 -0.02
C 2.432 -0.941 0.207 2.49
C 1.745 -2.177 0.801 -1.59
C 2.733 0.031 1.321 -2.02
C 3.768 -1.394 -0.402 -1.76
C 1.396 2.959 0.594 -1.12
C 0.859 3.426 1.739 -1.24
H 2.308 2.154 2.853 0.24
H 3.583 1.760 3.989 0.48
H 2.103 0.762 3.946 0.46
H 2.214 2.998 7.033 0.50
H 2.073 1.283 6.546 0.46
H 3.529 2.214 6.168 0.43
H 1.720 4.792 5.418 0.37
H 3.333 4.273 4.876 0.43
H 2.039 4.521 3.690 0.28
H 0.265 2.466 6.991 0.35
H -2.143 2.450 7.230 0.39
H -3.571 2.675 5.232 0.31
H -1.942 2.675 1.051 -0.25
H -3.114 3.947 0.759 0.70
H -1.561 4.359 1.527 0.30
H -4.074 4.512 4.284 0.38
H -2.791 5.391 3.422 0.39
H -4.313 4.987 2.592 0.43
H -4.639 2.149 3.601 0.40
H -4.819 2.648 1.913 0.44
H -3.700 1.321 2.329 0.21
H -0.826 -0.492 2.156 -0.11
H -2.160 0.503 1.057 -0.32
H -1.745 2.176 -3.713 0.43
H -1.484 3.926 -3.759 0.44
H -0.353 2.871 -4.599 0.46
H 1.600 4.013 -1.694 0.19
H 1.673 3.528 -3.400 0.40
H 0.612 4.865 -2.899 0.43
H -0.540 3.515 -0.395 0.32
H -1.649 4.196 -1.558 0.55
H -1.811 2.481 -1.099 0.39
H 0.032 0.942 -4.229 0.37
H 0.663 -1.338 -4.021 0.58
H 1.687 -2.209 -1.925 -0.35
H 1.656 -2.982 0.058 0.26
H 2.355 -2.564 1.631 0.48
H 0.749 -1.921 1.179 0.10
H 3.203 0.949 0.948 0.25
H 1.805 0.268 1.846 -0.12
H 3.404 -0.428 2.061 0.78
H 4.280 -0.539 -0.861 0.40
H 4.407 -1.808 0.388 0.44
H 3.644 -2.168 -1.169 0.27
H 2.182 3.388 -0.015 0.70
H 0.956 4.401 2.191 0.65
C 4.514 -4.882 -4.642 -1.61
C 3.108 -4.522 -4.273 0.94
C 2.354 -3.752 -5.158 -0.84
C 1.058 -3.385 -4.844 -0.30
C 0.446 -3.798 -3.623 0.49
C -0.915 -3.403 -3.318 -0.47
C -1.938 -4.379 -3.291 0.73
C -3.317 -3.998 -3.390 -0.64
C -4.320 -4.948 -3.372 -0.70
C -4.025 -6.308 -3.191 1.10
C -5.123 -7.314 -3.061 -1.36
C -2.681 -6.716 -3.161 -1.12
C -1.662 -5.788 -3.216 -0.35
C 1.212 -4.622 -2.754 -0.30
C 2.513 -4.978 -3.084 -0.96
H 5.055 -5.271 -3.775 0.39
H 4.536 -5.638 -5.438 0.34
H 5.043 -3.998 -5.022 0.39
H 2.788 -3.453 -6.117 0.45
H 0.466 -2.783 -5.537 0.59
H -1.202 -2.357 -3.400 0.43
H -3.547 -2.936 -3.490 0.43
H -5.366 -4.651 -3.495 0.42
H -4.699 -8.303 -2.861 0.37
H -5.778 -7.055 -2.219 0.36
H -5.745 -7.354 -3.964 0.35
H -2.459 -7.784 -3.115 0.32
H -0.625 -6.136 -3.214 0.45
H 0.764 -4.950 -1.806 0.71
H 3.101 -5.607 -2.411 0.37
```

Summary:
spin multiplicity	1
net charge	+1
gap between HOMO and LUMO	4.76	eV
energy relative to the best compared isomer or geometry (same formula, charge and spin)	0.848	eV
HOMO energy	-10.292	eV
max |F|	2.429	eV/Å

=====

(3)
Here is the molecule C7H9Cl at a distorted geometry from the Open Molecules 2025 dataset. Energies are from wB97M-V/def2-TZVPD.

XYZ file:
```
17
Properties=species:S:1:pos:R:3:nbo_charge:R:1
C -2.018 -1.172 0.009 -0.61
C -1.614 0.228 -0.320 -0.46
C -0.196 0.343 -0.219 -0.05
C 0.746 -0.660 -0.004 -0.18
C 2.139 -0.100 0.394 -0.37
Cl 3.330 -0.848 -0.356 0.06
C 1.981 1.395 0.059 -0.21
C 0.758 1.557 -0.286 -0.18
H -1.694 -1.907 -0.764 0.20
H -3.126 -1.268 0.087 0.22
H -1.702 -1.635 1.029 0.22
H -2.180 0.765 -1.240 0.24
H -2.218 0.844 0.475 0.23
H 0.373 -1.766 -0.281 0.23
H 2.252 -0.159 1.541 0.23
H 2.805 1.984 0.548 0.23
H 0.362 2.399 -0.672 0.19
```

Summary:
spin multiplicity	1
gap between HOMO and LUMO	9.39	eV
energy relative to the best compared isomer or geometry (same formula, charge and spin)	2.851	eV
HOMO energy	-8.513	eV
max |F|	6.839	eV/Å

=====

(4)
Here is the molecule C17H18N2O5S at a distorted geometry from the Open Molecules 2025 dataset. Energies are from wB97M-V/def2-TZVPD.

XYZ file:
```
43
Properties=species:S:1:pos:R:3:nbo_charge:R:1
C 5.880 0.190 -0.527 -0.64
C 4.719 0.799 0.254 -0.06
O 3.462 0.508 -0.327 -0.54
C 2.843 -0.678 -0.056 0.40
C 3.393 -1.714 0.686 -0.31
C 2.679 -2.881 0.897 -0.19
C 1.413 -3.034 0.368 -0.24
C 0.855 -1.998 -0.362 -0.18
C 1.549 -0.821 -0.581 -0.12
C 0.915 0.313 -1.345 -0.25
N 0.940 1.596 -0.664 -0.85
S 0.339 1.621 0.900 2.31
O 0.443 2.985 1.327 -0.94
O 0.911 0.612 1.746 -0.94
C -1.372 1.214 0.585 -0.35
C -2.176 2.181 0.007 -0.16
C -3.505 1.916 -0.290 -0.28
C -3.975 0.649 0.015 0.20
C -3.143 -0.321 0.601 0.24
C -1.825 -0.058 0.901 -0.22
O -3.859 -1.466 0.786 -0.43
C -5.127 -1.248 0.337 0.87
O -6.011 -2.052 0.352 -0.59
N -5.201 0.048 -0.137 -0.44
C -6.397 0.628 -0.682 -0.42
H 5.816 -0.895 -0.542 0.21
H 6.821 0.483 -0.069 0.22
H 5.862 0.547 -1.554 0.21
H 4.737 0.486 1.303 0.18
H 4.789 1.891 0.224 0.19
H 4.377 -1.623 1.119 0.21
H 3.123 -3.672 1.482 0.21
H 0.857 -3.944 0.530 0.22
H -0.141 -2.102 -0.769 0.21
H -0.135 0.078 -1.544 0.21
H 1.426 0.450 -2.304 0.22
H 1.874 1.985 -0.647 0.42
H -1.739 3.145 -0.195 0.25
H -4.144 2.660 -0.735 0.23
H -1.163 -0.773 1.360 0.27
H -6.705 1.492 -0.090 0.21
H -7.174 -0.135 -0.646 0.25
H -6.234 0.937 -1.715 0.21
```

Summary:
spin multiplicity	1
gap between HOMO and LUMO	9.08	eV
energy relative to the best compared isomer or geometry (same formula, charge and spin)	1.102	eV
HOMO energy	-8.548	eV
max |F|	1.047	eV/Å

=====

no.,LUMO energy (eV)
1,4.3
2,-5.5
3,0.9
4,0.5